(1)
63
Properties=species:S:1:pos:R:3:forces:R:3 method="wB97M-V/def2-TZVPD" e_tot_ev=-37489.2304 orbital_gap_ev=9.121 spin_multiplicity=1 smiles="CNC(=O)[C@H](Cc1ccc(O)cc1)NC(C)=O.NCCCCCCCC(=O)NO"
O 3.6312 -1.8792 6.3693 0.088 0.363 -0.225
O -2.5264 -2.3047 -0.9155 0.167 0.115 -0.051
O 4.6864 1.6294 5.0656 -0.117 -0.449 -0.445
O 0.6443 -3.2005 -0.7149 -0.897 0.048 0.045
O -3.2682 -4.8826 -1.2139 0.155 0.258 -1.243
C 2.5979 -1.9487 5.7212 0.740 -0.971 1.241
C -2.5250 -2.7063 -2.0729 -0.675 -0.780 1.309
C 3.6192 1.0625 5.2691 1.001 0.128 -0.324
C 2.4650 -2.0116 0.2954 -0.599 0.828 0.865
C 0.1627 -1.5564 0.9679 0.600 -0.006 -0.056
C 2.9193 -1.0504 1.2182 -1.217 -0.413 -0.269
C 0.6183 -0.5936 1.8873 0.968 -0.887 -0.967
C 1.0825 -2.2662 0.1687 0.906 0.654 0.669
C 1.9983 -0.3429 2.0139 -0.048 -0.157 0.091
N -2.9240 -4.0128 -2.2929 0.585 1.514 -0.008
N 2.8979 1.4476 6.3314 -1.271 -0.007 0.573
N 0.1312 4.8324 -6.2134 0.116 -0.097 -0.361
N 2.2696 -1.0815 4.7662 -0.236 1.313 -0.772
C 1.6097 -3.0590 5.9880 0.049 0.050 -0.067
C 1.5448 1.0633 6.7304 0.449 -0.218 -0.152
C -2.1761 -1.7725 -3.2323 -0.466 -0.674 0.002
C -1.2810 4.4369 -6.2089 0.544 0.163 0.519
C -2.9965 -0.4742 -3.1671 0.415 -0.066 -0.037
C -1.5025 3.4297 -5.0831 -0.611 -0.113 -0.569
C -2.5698 0.5277 -4.2475 -0.335 0.161 0.570
C -2.9530 2.9240 -5.0837 0.260 -0.001 0.547
C -3.2283 1.8914 -3.9803 0.046 -0.070 -0.639
C 2.5032 0.6422 3.0500 -0.138 0.045 -0.277
C 3.1621 -0.0248 4.2668 -0.282 -0.461 0.170
H 1.3701 -3.6512 -1.1456 0.338 0.029 0.024
H -3.1356 -4.4113 -0.3637 0.247 0.597 -0.969
H 3.1745 -2.5533 -0.3101 0.101 -0.109 -0.133
H -0.8920 -1.7563 0.8644 -0.112 -0.060 -0.144
H 3.9790 -0.8597 1.3234 0.042 0.011 -0.014
H -0.0956 -0.0498 2.4901 -0.048 0.057 0.036
H -2.9465 -4.3578 -3.2510 -0.234 -0.680 0.963
H 3.3675 2.1314 6.9051 0.064 -0.048 -0.169
H 0.3207 5.5213 -6.9410 0.023 -0.126 0.491
H 0.4158 5.1814 -5.2981 -0.125 0.085 -0.468
H 1.4197 -1.2452 4.2518 0.010 -0.011 -0.092
H 1.4712 -3.6430 5.0800 -0.199 -0.078 -0.030
H 0.6611 -2.6331 6.3065 -0.207 -0.093 -0.038
H 2.0068 -3.6991 6.7746 -0.036 0.119 -0.097
H 1.1438 1.8074 7.4198 0.111 -0.001 -0.125
H 1.5684 0.0984 7.2393 -0.204 -0.017 0.003
H 0.8913 1.0060 5.8591 -0.028 -0.012 0.129
H -1.1075 -1.5434 -3.1779 -0.090 -0.102 0.103
H -2.3643 -2.2782 -4.1834 0.101 0.017 -0.089
H -1.5438 3.9889 -7.1738 0.120 0.048 0.109
H -1.9198 5.3137 -6.0560 -0.323 -0.115 -0.024
H -4.0621 -0.7037 -3.2756 0.077 0.030 0.069
H -2.8529 -0.0127 -2.1832 -0.063 -0.181 -0.096
H -1.2750 3.8990 -4.1208 0.013 -0.028 0.013
H -0.8135 2.5913 -5.2211 0.032 0.122 0.022
H -1.4811 0.6381 -4.2320 -0.035 -0.067 -0.062
H -2.8601 0.1537 -5.2348 0.071 0.080 -0.016
H -3.6212 3.7785 -4.9339 0.006 -0.031 -0.112
H -3.1917 2.4839 -6.0579 -0.002 0.062 0.018
H -2.8836 2.2868 -3.0187 -0.050 -0.072 -0.020
H -4.3116 1.7483 -3.9090 0.045 -0.035 0.112
H 3.2289 1.3045 2.5756 0.056 0.065 0.249
H 1.6714 1.2591 3.3923 -0.082 0.099 -0.007
H 4.0749 -0.5130 3.9225 0.181 0.175 0.222

(2)
80
Properties=species:S:1:pos:R:3:forces:R:3 method="wB97M-V/def2-TZVPD" e_tot_ev=-273097.7360 orbital_gap_ev=9.230 spin_multiplicity=1 smiles="CCOS(C)(=O)=O.BrC(Br)Br.O=C1CCCO1.O=C1CCCO1.O=C1CCCO1.O=C1CCCO1.O=C1CCCO1"
O -23.3019 8.6355 1.3877 -3.339 0.597 -2.789
C -24.2458 8.8172 0.5829 2.321 -0.567 2.543
O -24.0649 9.4457 -0.6012 2.125 -0.451 1.177
C -25.2013 9.5157 -1.3699 -1.402 1.168 -0.806
C -26.2668 8.7497 -0.6291 -1.796 0.059 -1.330
C -25.7627 8.4935 0.7324 1.895 -0.502 0.781
H -25.0311 9.1708 -2.3898 0.232 -0.251 0.157
H -25.5094 10.5577 -1.4558 0.210 0.236 -0.038
H -26.4686 7.8571 -1.2212 -0.226 -0.237 0.463
H -27.1800 9.3419 -0.5714 -0.115 -0.172 -0.319
H -25.9297 7.4614 1.0406 0.262 0.147 0.251
H -26.1315 9.1605 1.5116 -0.140 -0.007 -0.085
O -20.0898 -1.2138 -2.4740 0.130 1.299 1.577
C -19.5878 -0.2994 -1.8330 -1.285 -2.508 -0.794
O -18.6970 0.4578 -2.4492 0.698 0.470 -0.126
C -18.1328 1.4591 -1.5952 -1.593 0.513 -0.304
C -18.5740 1.0663 -0.2006 0.970 -0.638 1.469
C -19.7165 0.0526 -0.3197 0.830 0.192 -1.476
H -18.6573 2.3728 -1.8746 0.766 0.409 -0.247
H -17.0542 1.4432 -1.7520 -0.242 0.411 0.041
H -18.8560 1.8465 0.5064 0.252 0.381 -0.463
H -17.6625 0.6144 0.1906 -0.288 -0.364 0.640
H -20.6669 0.5110 -0.0463 -0.093 -0.272 -0.312
H -19.5593 -0.8652 0.2469 -0.135 0.133 -0.012
O -15.0913 9.2393 -10.2866 0.064 -1.580 2.066
C -14.8005 8.3220 -9.5194 1.316 1.253 -3.094
O -15.4722 7.9206 -8.4791 -2.202 0.221 2.286
C -15.0450 6.6685 -7.9266 0.234 -1.648 -1.668
C -13.6722 6.4644 -8.5260 1.283 0.524 0.839
C -13.5950 7.4163 -9.6968 -0.294 -0.209 -0.239
H -15.6411 5.8496 -8.3292 -0.809 0.367 -0.022
H -15.0239 6.4974 -6.8503 -0.394 1.221 0.031
H -13.4597 5.4476 -8.8564 0.009 0.012 0.520
H -13.0228 6.8003 -7.7176 0.747 -0.391 -0.318
H -13.7450 6.8216 -10.5979 0.103 0.419 -0.346
H -12.6898 8.0174 -9.7834 -0.060 -0.184 -0.035
O -16.3485 6.3156 -2.1887 -0.047 -0.628 -0.667
C -16.3723 6.9747 -1.2054 -0.125 -0.116 0.450
O -16.8625 6.4753 -0.0195 -0.052 -2.018 -1.595
C -16.8736 7.4100 0.9815 0.335 2.140 0.584
C -15.7838 8.3850 0.5458 0.249 1.156 -0.053
C -15.9148 8.3890 -1.0277 0.201 -0.110 2.056
H -16.6983 7.0172 1.9830 0.058 -0.456 -0.253
H -17.8476 7.8991 0.9802 -0.190 0.163 0.178
H -14.8069 8.0465 0.8911 0.105 -0.453 -0.422
H -15.8574 9.3488 1.0495 -0.378 0.230 -0.346
H -14.9912 8.5981 -1.5675 -0.216 -0.073 0.034
H -16.7200 9.0401 -1.3682 0.070 0.169 0.023
O -9.5793 9.3414 -3.2842 3.430 1.570 -2.123
C -8.6103 9.7827 -3.9578 -4.349 -1.786 2.277
O -8.5516 9.5088 -5.2822 0.939 -0.492 0.238
C -7.2502 9.8796 -5.8130 -0.792 1.552 0.289
C -6.8305 10.9898 -4.8269 1.829 0.220 0.158
C -7.4948 10.6822 -3.4842 -0.518 -0.203 -1.141
H -7.4372 10.3134 -6.7953 0.016 -0.153 -0.006
H -6.5508 9.0545 -5.9479 -0.279 -0.248 0.510
H -7.0656 11.9800 -5.2173 -0.467 -0.135 0.065
H -5.7533 11.0382 -4.6679 0.159 -0.183 -0.290
H -7.9136 11.5730 -3.0161 -0.024 -0.225 0.116
H -6.8732 10.1428 -2.7695 0.040 0.068 -0.091
O -18.5470 14.7582 1.3793 0.696 -0.802 -0.085
S -18.1076 13.3960 1.2019 0.393 -0.592 0.838
O -17.5507 12.9118 -0.0440 -0.386 0.649 1.638
O -16.9294 13.0125 2.4059 -0.986 0.129 -3.027
C -17.0951 13.5247 3.6980 -1.808 1.030 1.341
C -15.8356 13.3779 4.4747 1.275 0.328 -1.073
C -19.4991 12.3224 1.6832 0.951 -0.560 -0.070
H -17.8790 12.9360 4.1744 -0.291 0.062 0.240
H -17.4134 14.5671 3.6836 -0.144 0.058 -0.229
H -15.1012 14.0222 3.9915 0.417 -0.489 -0.628
H -15.6048 12.3216 4.3364 0.783 0.110 0.762
H -15.7254 13.8222 5.4639 -1.059 -0.752 0.370
H -19.4054 12.0842 2.7427 -0.173 0.378 0.024
H -19.3430 11.3790 1.1601 -0.041 0.114 -0.140
H -20.4733 12.7375 1.4248 0.359 0.282 0.036
C -10.7120 4.2394 -0.8272 -0.539 -0.713 0.200
Br -9.1444 4.0700 -2.0033 -0.718 0.257 1.017
Br -10.6321 5.5688 0.6764 0.196 -1.252 -1.324
Br -11.3521 2.3963 -0.2216 0.715 1.482 -0.215
H -11.5356 4.5270 -1.4808 0.333 0.242 0.317

(3)
87
Properties=species:S:1:pos:R:3:forces:R:3 method="wB97M-V/def2-TZVPD" e_tot_ev=-74706.3462 orbital_gap_ev=7.878 spin_multiplicity=1 smiles="Nc1cc2c(c(N)c1P(=O)(O)O)C(=O)C=CC2=O.CCOC(=O)OC.CCOC(=O)OC.CCOC(=O)OC.CCOC(=O)OC"
N 4.6688 -1.5192 1.1775 -0.361 -0.093 0.801
C 4.3424 -2.8790 1.2291 0.168 0.543 -0.079
C 4.7864 -3.6377 2.2964 0.883 0.845 0.745
C 4.5179 -4.9567 2.3694 0.188 -1.251 0.520
C 3.7497 -5.5725 1.3956 -0.030 -1.255 0.095
C 3.2845 -4.8515 0.3133 -0.478 -0.223 0.037
N 2.5432 -5.4953 -0.6795 0.298 0.137 -0.168
C 3.6097 -3.4943 0.2227 -1.367 0.481 -0.957
P 3.0817 -2.4879 -1.2038 1.638 0.457 -0.828
O 4.0697 -1.4604 -1.5342 0.102 0.479 0.135
O 2.9494 -3.4627 -2.4892 -0.644 0.206 1.078
O 1.6554 -1.8327 -0.8902 0.097 -0.974 -0.340
C 3.4573 -7.0367 1.5835 0.032 0.137 0.152
O 2.3887 -7.5593 1.3300 0.474 -0.037 -0.163
C 4.6087 -7.8115 2.1732 -0.696 0.273 -0.621
C 5.3505 -7.2248 3.0953 0.473 -0.050 0.007
C 5.0276 -5.8173 3.5055 0.012 0.059 0.403
O 5.1323 -5.4235 4.6481 0.181 -0.083 -0.727
H 5.2652 -1.2783 1.9605 -0.012 0.015 -0.031
H 3.8182 -0.9732 1.2767 0.199 0.311 -0.549
H 5.3701 -3.1545 3.0729 -0.067 -0.088 0.059
H 1.5850 -5.1844 -0.7421 0.020 -0.045 -0.248
H 2.6179 -6.4978 -0.6335 -0.432 -0.016 0.201
H 3.7058 -4.0602 -2.4059 -0.169 -0.293 -0.397
H 1.5117 -1.1725 -1.5891 -0.265 0.215 0.222
H 4.7868 -8.8125 1.7965 -0.149 -0.037 0.216
H 6.1970 -7.7700 3.5003 -0.109 0.332 0.450
C -1.8823 4.0502 -1.3129 -0.029 -0.120 0.301
C -1.6158 3.1326 -2.4854 -0.206 0.575 -0.119
O -0.8883 1.9628 -2.0783 0.082 -0.107 -0.158
C -1.6052 1.0174 -1.4767 0.101 0.178 0.039
O -2.7875 1.0446 -1.2622 -0.063 -0.065 -0.003
O -0.7718 0.0299 -1.1360 0.094 -0.154 -0.046
C -1.3768 -1.0376 -0.4008 -0.103 -0.309 0.179
H -0.9530 4.2881 -0.7938 0.047 0.099 -0.147
H -2.3476 4.9774 -1.6490 0.052 0.006 -0.036
H -2.5438 3.5786 -0.5851 -0.051 -0.031 -0.078
H -0.9875 3.6445 -3.2125 0.206 -0.189 0.062
H -2.5391 2.8516 -2.9929 0.000 -0.191 0.133
H -2.2482 -1.4327 -0.9189 -0.069 0.167 0.009
H -1.6496 -0.7004 0.5985 -0.123 0.057 -0.068
H -0.6332 -1.8223 -0.3155 0.109 0.120 -0.057
C 2.3584 8.3842 -3.0676 -0.009 -0.133 0.266
C 2.6128 7.4498 -4.2317 -0.189 0.460 -0.085
O 3.3238 6.2754 -3.8179 0.033 -0.063 -0.132
C 2.5889 5.3477 -3.2067 0.185 0.017 0.119
O 1.4059 5.4083 -2.9915 -0.175 -0.028 -0.037
O 3.3927 4.3457 -2.8564 -0.033 -0.029 -0.033
C 2.7485 3.3079 -2.1096 0.007 -0.275 0.108
H 3.2923 8.6165 -2.5536 0.032 0.075 -0.110
H 1.9043 9.3128 -3.4141 0.030 -0.008 -0.039
H 1.6914 7.9286 -2.3362 -0.067 -0.010 -0.086
H 3.2476 7.9416 -4.9669 0.164 -0.194 0.027
H 1.6853 7.1746 -4.7342 -0.010 -0.139 0.123
H 1.8644 2.9396 -2.6260 -0.053 0.107 0.036
H 2.4837 3.6719 -1.1173 -0.117 0.032 -0.056
H 3.4633 2.4955 -2.0096 0.122 0.116 -0.089
C 0.7065 -7.7792 4.5057 -0.143 0.168 0.211
C -0.1966 -8.3701 3.4434 0.545 0.077 -0.096
O -1.5299 -8.5626 3.9407 -0.092 -0.093 -0.091
C -2.2810 -7.4659 4.0012 0.090 -0.115 0.110
O -1.9512 -6.3577 3.6681 -0.030 0.078 -0.056
O -3.4674 -7.8049 4.5103 -0.049 0.000 -0.037
C -4.3526 -6.7024 4.7113 -0.240 0.105 0.071
H 0.6769 -8.3851 5.4128 0.075 -0.091 -0.068
H 1.7347 -7.7273 4.1471 -0.017 -0.055 -0.030
H 0.3868 -6.7737 4.7792 0.014 0.021 -0.105
H 0.1681 -9.3555 3.1592 -0.246 -0.093 0.055
H -0.2097 -7.7570 2.5430 -0.120 0.082 0.077
H -4.4663 -6.1175 3.8010 0.119 0.036 0.020
H -3.9888 -6.0736 5.5232 0.049 0.074 -0.095
H -5.3184 -7.1154 4.9896 0.091 -0.169 0.003
C -7.0137 10.0054 -1.0069 -0.065 -0.209 0.202
C -6.1194 9.5349 -2.1345 -0.268 0.429 -0.054
O -5.3114 8.4198 -1.7348 0.118 -0.021 -0.102
C -5.9350 7.2423 -1.7097 0.058 0.079 0.123
O -7.0841 7.0414 -2.0017 -0.056 -0.034 -0.056
O -5.0643 6.3232 -1.2905 0.051 -0.049 -0.050
C -5.6219 5.0164 -1.1338 -0.005 -0.328 0.065
H -6.4237 10.2120 -0.1127 0.047 0.110 -0.067
H -7.5490 10.9104 -1.2949 0.043 0.009 -0.024
H -7.7462 9.2435 -0.7420 -0.026 0.006 -0.106
H -5.4240 10.3268 -2.4081 0.190 -0.164 0.050
H -6.6961 9.2856 -3.0254 -0.015 -0.173 0.075
H -6.1299 4.6906 -2.0391 -0.091 0.116 0.020
H -6.3081 5.0009 -0.2879 -0.094 0.030 -0.092
H -4.7993 4.3363 -0.9316 0.115 0.167 0.008

(4)
45
Properties=species:S:1:pos:R:3:forces:R:3 method="wB97M-V/def2-TZVPD" s2=6.030 e_tot_ev=-44792.5438 orbital_gap_ev="4.021 / 5.106" spin_multiplicity=5 charge=+1
C -1.9006 0.6234 -3.0795 -0.329 -0.672 1.453
C -1.6588 0.4773 -1.7175 -0.902 -0.323 -2.065
N -0.5656 1.0604 -1.1760 0.329 -0.110 2.552
C 0.3313 1.7581 -1.9107 0.278 0.516 -2.245
C 0.1054 1.9272 -3.2721 0.935 0.142 1.367
C -1.0144 1.3532 -3.8613 -0.235 0.186 -1.213
C -2.6115 -0.2704 -0.8077 0.567 3.149 1.285
P -1.9475 -0.5347 0.8870 0.682 -1.855 -0.619
Pt -0.2692 0.9156 0.8551 -1.660 2.887 1.539
P 1.7134 1.8469 0.5326 1.267 -1.428 -0.756
C 1.5347 2.3616 -1.2203 -0.026 0.289 -0.020
O 0.3092 -4.3069 -3.4551 0.947 -1.403 2.309
O 2.0996 -2.5944 0.0805 0.288 -0.883 -3.699
H -2.7903 0.1473 -3.4872 0.206 0.173 -0.093
H 0.8347 2.5084 -3.8321 -0.234 -0.142 -0.079
H -1.1913 1.4724 -4.9272 0.028 -0.032 0.238
C -3.2472 -0.3270 2.1063 -0.020 0.206 0.298
C -1.3049 -2.2165 1.0079 -0.347 -0.228 0.245
H 2.4656 2.0929 -1.7399 -0.209 0.053 0.068
H 1.4745 3.4622 -1.2197 -0.059 -0.248 -0.018
H -2.8643 -1.1775 -1.1888 -0.786 -2.765 -1.241
H -3.5403 0.3115 -0.6758 0.231 -0.087 -0.032
C 2.1388 3.2610 1.5505 -0.102 0.203 0.289
C 3.0207 0.6097 0.6215 0.448 0.216 0.179
H 2.1616 -2.1379 3.9803 0.106 -0.099 -0.042
H 2.8187 -3.1742 0.3974 -0.460 0.301 -0.249
H -0.1560 -3.9613 -4.1673 -1.274 1.034 -2.109
H -0.1899 -5.1002 -3.1944 0.356 0.408 -0.142
H -0.0977 0.9701 2.4784 -0.096 -0.169 -0.828
H 2.0784 -2.7820 -0.9777 0.091 0.561 3.844
H -4.0175 -1.0984 1.9721 0.167 0.141 -0.023
H -2.7856 -0.4292 3.0990 -0.251 0.051 -0.276
H -3.6881 0.6711 1.9947 0.077 -0.263 0.119
H -2.0863 -2.9273 0.7100 0.218 -0.052 0.120
H -0.4025 -2.3393 0.3948 -0.298 0.111 0.118
H -1.0315 -2.3672 2.0635 -0.077 -0.091 -0.345
H 3.8808 0.9609 0.0376 0.012 -0.163 0.189
H 3.2974 0.5149 1.6804 0.054 -0.062 -0.256
H 2.6778 -0.3728 0.2618 0.001 0.427 0.056
H 3.2064 3.4945 1.4457 -0.202 -0.045 -0.014
H 1.5307 4.1211 1.2430 0.165 -0.220 0.168
H 1.9101 3.0010 2.5918 0.134 0.170 -0.215
O 0.7034 0.1768 4.4697 -1.808 -1.853 2.432
N -0.0756 -0.6133 5.0171 0.163 0.337 -4.474
O -0.8565 -1.3694 4.4318 1.625 1.628 2.189